{"formula": "C67H57N10NaOP2S3Se2", "method": "ωB97M-V/def2-TZVPD", "homo_ev": -6.76, "homo_lumo_gap_ev": 6.821, "e_above_lowest_kcal_mol": 49.37, "spin_multiplicity": 1, "symbols": ["Na", "Se", "P", "C", "C", "C", "C", "C", "C", "C", "C", "C", "C", "C", "C", "C", "C", "N", "N", "N", "P", "Se", "C", "C", "C", "C", "C", "C", "C", "C", "C", "C", "C", "C", "H", "H", "H", "H", "H", "H", "H", "H", "H", "H", "H", "H", "H", "H", "H", "H", "H", "H", "H", "H", "N", "S", "N", "S", "N", "S", "N", "C", "C", "C", "C", "C", "C", "C", "C", "C", "C", "C", "C", "C", "C", "C", "C", "C", "C", "C", "C", "C", "C", "C", "C", "C", "C", "C", "C", "C", "C", "C", "C", "C", "C", "C", "C", "H", "H", "H", "H", "H", "H", "H", "H", "H", "H", "H", "H", "H", "H", "H", "H", "H", "H", "H", "H", "H", "H", "H", "H", "H", "H", "H", "H", "H", "H", "C", "N", "C", "C", "C", "N", "C", "O", "N", "H", "H", "H", "H", "H", "H", "H"], "xyz": [[0.382, -0.240, -0.292], [-5.021, -5.170, 0.798], [-3.015, -5.332, 1.377], [-2.943, -5.997, 3.069], [-2.695, -5.203, 4.174], [-2.807, -5.733, 5.448], [-3.183, -7.053, 5.618], [-3.440, -7.850, 4.512], [-3.326, -7.323, 3.241], [-2.083, -6.595, 0.457], [-2.678, -7.314, -0.566], [-1.938, -8.254, -1.260], [-0.610, -8.470, -0.932], [-0.022, -7.759, 0.104], [-0.758, -6.826, 0.807], [-2.052, -3.843, 1.104], [-1.245, -2.789, 1.571], [-0.987, -2.010, 0.508], [-1.575, -2.540, -0.539], [-2.208, -3.627, -0.215], [-0.600, -2.318, 3.172], [0.714, -0.680, 3.389], [-2.102, -1.859, 4.096], [-3.005, -1.095, 3.363], [-4.108, -0.538, 3.980], [-4.322, -0.732, 5.335], [-3.420, -1.485, 6.065], [-2.307, -2.035, 5.456], [0.375, -3.763, 3.712], [1.138, -4.350, 2.704], [2.041, -5.352, 3.008], [2.203, -5.766, 4.320], [1.491, -5.140, 5.329], [0.590, -4.135, 5.031], [-2.429, -4.167, 4.025], [-2.606, -5.112, 6.310], [-3.289, -7.465, 6.610], [-3.735, -8.881, 4.642], [-3.552, -7.932, 2.374], [-3.715, -7.128, -0.807], [-2.397, -8.816, -2.058], [-0.030, -9.199, -1.481], [1.012, -7.935, 0.362], [-0.318, -6.271, 1.625], [-2.832, -0.935, 2.307], [-4.805, 0.045, 3.401], [-5.183, -0.294, 5.817], [-3.582, -1.645, 7.119], [-1.604, -2.608, 6.036], [1.025, -4.004, 1.682], [2.621, -5.805, 2.218], [2.889, -6.567, 4.553], [1.647, -5.433, 6.356], [0.067, -3.635, 5.830], [0.182, 1.574, 0.860], [1.181, 2.359, 1.539], [1.722, 3.801, 0.799], [2.626, 4.098, -0.394], [2.546, 3.434, -1.778], [1.473, 2.224, -2.217], [1.599, 1.012, -1.454], [-0.001, 3.321, -2.278], [-0.787, 3.469, -1.151], [-1.648, 4.549, -1.052], [-1.724, 5.472, -2.082], [-1.000, 5.270, -3.245], [-0.137, 4.193, -3.342], [1.962, 2.142, -3.958], [2.578, 3.219, -4.570], [2.838, 3.170, -5.928], [2.497, 2.039, -6.653], [1.926, 0.943, -6.022], [1.654, 0.995, -4.664], [2.337, 5.828, -0.839], [3.109, 6.305, -1.887], [2.776, 7.500, -2.497], [1.678, 8.217, -2.052], [0.936, 7.756, -0.978], [1.261, 6.554, -0.367], [4.389, 4.078, 0.019], [4.842, 4.741, 1.145], [6.197, 4.740, 1.431], [7.082, 4.085, 0.590], [6.617, 3.418, -0.532], [5.264, 3.415, -0.821], [0.581, 3.167, 3.042], [1.304, 4.145, 3.699], [0.804, 4.664, 4.883], [-0.407, 4.209, 5.385], [-1.143, 3.260, 4.693], [-0.642, 2.734, 3.516], [2.790, 1.660, 1.999], [3.234, 1.643, 3.306], [4.508, 1.173, 3.580], [5.319, 0.726, 2.552], [4.844, 0.703, 1.252], [3.571, 1.169, 0.972], [-0.680, 2.762, -0.343], [-2.242, 4.678, -0.159], [-2.354, 6.342, -1.986], [-1.090, 5.960, -4.072], [0.432, 4.046, -4.246], [2.829, 4.078, -3.968], [3.285, 4.023, -6.419], [2.681, 2.012, -7.718], [1.681, 0.059, -6.593], [1.211, 0.170, -4.127], [3.954, 5.721, -2.218], [3.359, 7.860, -3.331], [1.403, 9.139, -2.543], [0.088, 8.326, -0.631], [0.690, 6.167, 0.463], [4.133, 5.254, 1.776], [6.568, 5.261, 2.301], [8.140, 4.106, 0.805], [7.312, 2.910, -1.183], [4.862, 2.912, -1.688], [2.240, 4.484, 3.274], [1.367, 5.407, 5.429], [-0.790, 4.604, 6.315], [-2.095, 2.921, 5.074], [-1.171, 1.976, 2.959], [2.590, 1.963, 4.110], [4.861, 1.149, 4.598], [6.316, 0.372, 2.770], [5.463, 0.320, 0.456], [3.162, 1.126, -0.026], [0.158, -3.398, -4.146], [-0.572, -2.213, -3.768], [-1.743, -1.894, -4.335], [-2.465, -0.826, -3.910], [-1.931, -0.102, -2.808], [-0.781, -0.412, -2.268], [-0.077, -1.482, -2.657], [0.955, -1.843, -2.136], [-2.569, 0.976, -2.300], [-0.128, -3.714, -5.149], [-0.050, -4.200, -3.434], [1.225, -3.177, -4.102], [-2.078, -2.528, -5.147], [-3.416, -0.573, -4.343], [-3.561, 1.049, -2.446], [-2.202, 1.270, -1.406]], "atomic_forces_ev_per_a": [[-0.2, -1.3, 0.6], [-0.3, 0.1, 0.0], [-0.1, -0.5, 0.5], [0.0, 0.3, -0.2], [0.1, 0.0, -0.2], [0.0, 0.0, 0.1], [0.0, 0.0, 0.1], [0.0, -0.1, 0.0], [0.0, -0.1, -0.1], [-0.1, 0.2, 0.0], [0.0, 0.1, 0.1], [0.1, -0.1, -0.1], [0.0, -0.1, -0.1], [0.2, 0.0, 0.1], [-0.1, 0.0, -0.1], [0.1, 0.1, 0.0], [-0.1, -0.3, 0.2], [0.3, 0.3, 0.3], [0.0, 0.1, -0.6], [-0.1, -0.2, -0.3], [0.2, 0.1, 0.3], [0.1, 0.0, -0.2], [0.2, -0.1, 0.0], [0.0, -0.1, -0.1], [-0.1, 0.1, 0.0], [0.0, 0.0, 0.0], [0.0, 0.0, 0.2], [0.1, -0.1, -0.1], [-0.2, 0.1, -0.1], [-0.2, 0.1, -0.1], [0.1, 0.0, 0.0], [0.0, 0.0, -0.1], [0.0, -0.1, 0.1], [-0.2, 0.0, -0.1], [-0.1, -0.1, 0.1], [0.0, 0.1, 0.1], [0.0, 0.0, 0.1], [0.0, -0.1, 0.0], [0.0, 0.0, 0.0], [-0.1, 0.1, 0.0], [0.0, -0.1, -0.1], [0.0, 0.0, 0.0], [0.1, 0.0, 0.0], [0.1, 0.0, 0.0], [-0.1, 0.0, -0.1], [-0.1, 0.1, -0.1], [-0.1, 0.0, 0.0], [0.0, 0.0, 0.2], [0.0, 0.0, 0.2], [0.0, -0.1, 0.0], [0.1, -0.1, -0.1], [0.1, 0.0, 0.0], [0.0, 0.0, 0.1], [0.0, 0.0, 0.1], [0.1, 0.4, 1.1], [-0.3, 0.2, 0.1], [0.3, 0.5, -0.1], [-0.2, 0.3, -0.4], [0.4, -0.1, 0.2], [0.8, 0.0, 0.3], [0.3, 0.5, -1.2], [0.3, -0.1, -0.2], [0.0, -0.1, 0.1], [0.0, 0.0, -0.1], [-0.2, 0.0, 0.0], [0.0, 0.0, 0.0], [0.0, 0.1, -0.4], [-0.1, 0.5, 0.3], [0.2, 0.0, -0.1], [0.0, 0.1, 0.0], [0.0, -0.1, -0.1], [0.0, 0.1, 0.0], [-0.1, -0.1, 0.3], [-0.1, -0.1, 0.2], [0.2, -0.1, 0.0], [0.1, -0.1, 0.0], [-0.1, 0.0, 0.1], [0.0, 0.1, -0.1], [0.1, -0.3, 0.3], [-0.3, -0.1, -0.3], [-0.2, 0.0, 0.1], [-0.1, 0.1, 0.0], [0.0, 0.0, -0.1], [0.0, 0.1, 0.0], [-0.1, 0.0, -0.2], [0.4, 0.0, -0.3], [0.0, 0.1, 0.1], [0.2, 0.0, 0.0], [-0.2, 0.0, 0.0], [0.1, 0.1, 0.1], [0.0, -0.3, -0.3], [-0.4, 0.3, 0.1], [-0.1, 0.0, 0.3], [0.0, 0.0, 0.0], [0.1, -0.1, 0.0], [0.0, 0.0, 0.0], [0.0, -0.1, -0.1], [0.0, 0.0, 0.1], [0.0, 0.0, 0.1], [-0.1, 0.1, 0.0], [0.0, 0.0, 0.0], [0.0, 0.1, 0.0], [0.0, 0.1, -0.1], [0.1, 0.0, 0.0], [0.0, 0.0, -0.1], [0.0, -0.1, 0.0], [-0.1, -0.2, 0.0], [0.1, 0.0, -0.2], [0.1, 0.0, 0.0], [0.0, 0.1, 0.0], [-0.1, 0.0, 0.1], [-0.2, -0.1, 0.1], [0.0, 0.1, 0.2], [0.0, 0.0, 0.1], [0.1, 0.0, 0.0], [0.0, -0.1, -0.1], [0.0, -0.1, -0.1], [0.1, 0.0, 0.1], [0.0, 0.1, 0.0], [0.0, 0.1, 0.1], [-0.1, 0.0, 0.0], [0.0, -0.1, 0.0], [0.0, 0.0, 0.1], [0.0, 0.0, 0.1], [0.1, -0.1, 0.0], [0.1, 0.0, -0.1], [0.0, 0.0, -0.3], [0.3, -0.4, 0.1], [0.1, 0.2, 0.1], [-0.4, 0.4, 0.0], [0.0, -0.2, 0.0], [0.3, -0.4, -0.3], [-0.6, 0.8, 0.1], [-0.4, -0.6, -0.8], [0.6, -0.3, 0.3], [-0.1, 0.0, 0.1], [0.0, 0.1, 0.0], [0.1, 0.0, 0.0], [-0.1, -0.1, -0.1], [0.0, 0.0, 0.0], [-0.1, 0.0, -0.1], [0.0, 0.1, 0.0], [-0.2, 0.1, 0.0]]}